1.
70
Properties=species:S:1:pos:R:3:forces:R:3:nbo_charge:R:1 method="wB97M-V/def2-TZVPD" lumo_ev="-10.1 / -12.8" total_charge=+3 gap_ha="0.226 / 0.127" spin_multiplicity=2
Ir 0.01019 0.61963 0.14186 -1.93 0.13 0.16 0.964
C -4.46156 -0.99433 3.22607 0.19 0.45 -0.29 -0.704
C -3.61900 0.04963 3.85455 -0.44 -0.71 -0.95 0.369
C -3.91188 0.40233 5.18292 0.02 0.81 1.65 -0.128
C -3.28996 1.45934 5.81088 -0.69 -0.68 0.21 -0.189
C -2.33178 2.19833 5.12350 -0.19 0.27 1.02 0.031
C -1.98131 1.83873 3.82397 -0.07 -1.19 -1.76 -0.097
C -2.60166 0.76653 3.18919 1.65 1.29 -0.28 -0.434
P -2.05751 0.38294 1.48735 1.43 -0.17 -2.48 1.180
C -1.99508 -1.44041 1.35159 0.05 0.50 -0.02 -0.478
C -1.01365 -1.98037 2.19620 -0.06 -0.07 0.11 -0.195
C -0.81259 -3.34299 2.26431 0.03 0.10 -0.04 -0.208
C -1.58380 -4.18006 1.46400 0.05 0.08 0.11 -0.120
C -2.55310 -3.65033 0.63331 0.04 0.22 -0.08 -0.228
C -2.77683 -2.27387 0.53722 0.19 -0.20 0.24 0.115
C -3.87123 -1.79028 -0.35348 -0.25 0.12 -0.08 -0.690
C -3.16799 1.29493 0.38960 0.52 0.36 -0.60 -0.437
C -4.26724 1.99638 0.86472 0.05 -0.07 -0.14 -0.186
C -4.93095 2.89603 0.04071 0.26 0.16 -0.36 -0.160
C -4.41345 3.19920 -1.22352 -0.64 0.03 0.69 -0.151
C -3.30227 2.54621 -1.69971 0.65 -1.07 0.26 -0.179
C -2.68592 1.51613 -0.95226 -1.59 1.13 1.13 0.044
C -1.66437 0.69394 -1.50864 2.30 -0.79 1.58 -0.430
H -5.51626 -0.76870 3.40345 -0.09 0.03 0.15 0.291
H -4.28356 -1.95753 3.71236 0.06 -0.16 0.08 0.302
H -4.29433 -1.08732 2.15684 -0.10 -0.08 0.16 0.239
H -4.66402 -0.17069 5.70357 -0.10 -0.05 0.12 0.262
H -3.54812 1.70869 6.82900 -0.02 0.05 0.06 0.278
H -1.84605 3.02991 5.61043 0.08 0.13 0.03 0.261
H -1.21034 2.39261 3.30475 0.03 0.05 -0.04 0.253
H -0.42679 -1.31251 2.81406 0.16 -0.02 0.09 0.218
H -0.07122 -3.75094 2.93315 0.08 -0.04 0.04 0.248
H -1.43138 -5.24744 1.50520 -0.03 -0.11 0.00 0.250
H -3.17251 -4.31161 0.04639 -0.04 -0.09 -0.12 0.245
H -4.80060 -2.30200 -0.09816 -0.06 0.05 -0.04 0.256
H -3.66737 -2.03636 -1.39583 0.02 0.02 -0.06 0.254
H -4.02830 -0.71554 -0.27312 -0.14 -0.22 -0.12 0.221
H -4.60501 1.85286 1.88152 -0.12 0.02 0.04 0.211
H -5.81844 3.39697 0.39260 -0.08 0.08 0.05 0.251
H -4.90757 3.93916 -1.83393 -0.01 0.09 -0.05 0.256
H -2.92105 2.77712 -2.68104 0.06 -0.01 -0.19 0.240
H -1.35307 0.95613 -2.51137 0.42 0.00 0.03 0.246
H -1.78800 -0.38155 -1.36161 -0.20 0.02 -0.30 0.217
C 1.55181 4.87435 0.42275 0.27 -0.28 -0.13 -0.793
S 2.33689 3.25104 0.21821 0.02 0.92 0.35 1.255
C 3.45765 3.28787 1.64993 -0.22 -0.19 -0.36 -0.786
O 1.22404 2.31019 0.70507 -1.37 -0.95 0.56 -1.036
H 1.12857 4.95721 1.41952 0.07 -0.13 0.13 0.245
H 0.76722 4.97993 -0.32260 0.05 -0.15 -0.11 0.260
H 2.30011 5.64335 0.26152 0.15 0.10 -0.05 0.269
H 4.09289 4.16484 1.57396 0.04 0.15 -0.12 0.272
H 4.08064 2.39661 1.63164 -0.05 -0.05 -0.14 0.262
H 2.87718 3.31004 2.56741 -0.19 0.09 -0.03 0.250
C 3.26406 -2.37853 -0.02845 -0.07 0.13 0.43 -0.728
C 2.08749 -1.83876 -0.76619 0.50 -0.86 -1.06 0.679
O 1.22490 -1.16343 -0.18273 -0.35 0.39 0.51 -0.745
C 1.95800 -2.21704 -2.17231 -0.40 0.08 -0.21 -0.251
C 0.67509 -2.23202 -2.74167 0.27 0.13 0.01 -0.094
C 0.49968 -2.61365 -4.05639 -0.11 0.03 0.08 -0.230
C 1.59013 -3.01006 -4.82073 0.09 0.05 0.15 -0.121
C 2.86644 -2.98884 -4.27000 -0.03 -0.08 0.03 -0.197
C 3.05460 -2.61526 -2.95096 -0.19 0.10 0.06 -0.127
H 3.14252 -2.24951 1.04438 0.02 0.03 -0.01 0.246
H 4.17460 -1.86587 -0.34536 0.01 0.05 -0.03 0.271
H 3.39264 -3.43219 -0.27149 0.02 0.00 0.04 0.271
H -0.17117 -1.98448 -2.11530 -0.09 0.07 -0.05 0.188
H -0.48606 -2.60224 -4.49103 -0.16 -0.13 -0.05 0.232
H 1.43890 -3.35502 -5.83449 0.05 0.09 -0.04 0.247
H 3.71487 -3.28247 -4.86712 0.09 -0.04 -0.05 0.248
H 4.05148 -2.61575 -2.53947 0.11 0.00 0.03 0.229



2.
64
Properties=species:S:1:pos:R:3:forces:R:3:nbo_charge:R:1 method="wB97M-V/def2-TZVPD" lumo_ev=2.7 total_charge=-1 gap_ha=0.244
Cu 0.90658 -1.25556 0.10093 0.12 0.03 -0.07 0.496
C 1.22171 2.39100 -2.72915 0.04 -0.01 -0.04 -0.418
N 2.02771 1.20066 -2.87861 -0.03 0.08 0.02 -0.402
C 2.98057 0.76828 -2.00104 -0.20 0.07 -0.11 0.277
Se 3.49411 1.57887 -0.45337 0.12 -0.06 -0.05 -0.274
N 3.47341 -0.38210 -2.51903 0.11 0.11 -0.03 -0.558
C 2.83714 -0.70859 -3.70245 0.13 0.09 0.04 0.122
C 2.96633 -1.77642 -4.57049 0.04 -0.05 -0.04 -0.223
C 2.15706 -1.77527 -5.69905 -0.03 0.04 0.01 -0.223
C 1.24918 -0.74336 -5.94326 0.01 -0.03 0.01 -0.228
C 1.11486 0.32275 -5.06262 -0.03 -0.01 -0.01 -0.250
C 1.92486 0.31680 -3.94097 -0.03 0.05 0.03 0.175
H 1.41776 2.80768 -1.74466 0.01 0.00 0.00 0.257
H 0.16630 2.13249 -2.80929 0.01 -0.01 -0.01 0.215
H 1.48287 3.12480 -3.49470 0.00 0.00 0.00 0.194
H 4.05093 -0.99942 -1.96985 -0.04 -0.13 0.04 0.457
H 3.64584 -2.58978 -4.35754 0.01 0.00 0.01 0.234
H 2.22513 -2.59769 -6.39895 -0.01 -0.01 0.00 0.209
H 0.62923 -0.77991 -6.82951 0.00 0.00 0.00 0.208
H 0.39884 1.11465 -5.23763 0.01 0.00 -0.01 0.217
Cl 3.20789 -3.23079 -1.20567 0.00 0.03 -0.07 -0.237
C 1.48126 -2.53038 -1.33685 -0.14 0.09 0.26 -0.894
H 0.87216 -3.43694 -1.29614 0.00 -0.03 -0.01 0.181
H 1.42165 -2.17533 -2.36914 0.03 -0.11 0.09 0.166
C 0.01946 2.73218 1.27153 -0.03 0.03 0.01 -0.611
C -0.06624 1.64537 2.35092 0.11 0.00 0.01 -0.501
C -1.03403 2.14473 3.42989 0.02 -0.01 0.01 -0.611
C 1.34291 1.55851 2.96220 -0.01 0.05 -0.02 -0.616
Si -0.49653 -0.08438 1.53467 -0.25 -0.19 -0.16 0.936
C -1.07891 -1.29925 2.98415 -0.01 -0.02 -0.03 -0.489
C -2.48518 -1.06983 3.55073 0.03 0.01 0.04 -0.613
C -0.08978 -1.25377 4.15563 0.02 -0.02 -0.01 -0.609
C -1.01061 -2.74201 2.45515 -0.03 -0.01 0.01 -0.613
C -2.06965 0.19731 0.34786 0.02 0.05 0.04 -0.467
C -3.20823 1.08306 0.86784 0.02 0.01 -0.02 -0.619
C -1.56523 0.80432 -0.97215 -0.01 -0.03 -0.03 -0.624
C -2.66909 -1.16045 -0.04191 0.00 0.00 -0.01 -0.617
H 0.40520 3.65921 1.71891 0.02 -0.01 -0.01 0.186
H -0.95344 2.96478 0.83561 0.00 0.01 0.03 0.191
H 0.70419 2.44426 0.47072 0.01 -0.01 0.01 0.223
H -0.72266 3.14331 3.76904 -0.01 -0.01 0.01 0.185
H -1.04658 1.49751 4.30742 0.00 -0.01 0.00 0.197
H -2.05919 2.22652 3.06448 0.01 0.00 0.00 0.201
H 1.63013 2.53941 3.36835 0.00 -0.01 -0.01 0.180
H 2.07634 1.27973 2.20323 0.00 -0.01 0.00 0.231
H 1.41169 0.83513 3.77264 -0.01 0.00 0.02 0.203
H -2.61265 -0.06279 3.95267 0.01 -0.01 0.00 0.201
H -2.67879 -1.77897 4.36920 0.00 0.01 0.00 0.182
H -3.26120 -1.22684 2.80115 0.00 -0.01 0.00 0.198
H -0.14103 -0.32179 4.71867 0.00 0.01 0.00 0.196
H 0.94019 -1.38747 3.81363 0.00 -0.01 0.00 0.213
H -0.31486 -2.07071 4.85590 0.00 0.01 0.00 0.184
H -1.67822 -2.91832 1.61255 0.00 0.00 0.01 0.206
H -1.28937 -3.44390 3.25517 0.00 0.01 -0.01 0.179
H 0.00044 -2.99008 2.12331 0.00 0.01 0.01 0.218
H -2.88546 2.11460 1.02075 -0.01 -0.01 0.00 0.197
H -3.61990 0.72163 1.81158 0.00 0.00 -0.01 0.203
H -4.03029 1.10831 0.13668 0.01 0.00 0.01 0.181
H -1.11361 1.78737 -0.84521 -0.03 -0.02 0.02 0.203
H -2.40328 0.90750 -1.67866 0.01 0.00 0.01 0.180
H -0.81423 0.15238 -1.43109 -0.01 0.01 -0.01 0.215
H -3.19069 -1.64615 0.78333 0.00 0.01 0.00 0.197
H -1.89643 -1.84528 -0.40435 0.00 0.01 0.00 0.217
H -3.39857 -1.02155 -0.85310 0.00 0.00 0.01 0.182



3.
13
Properties=species:S:1:pos:R:3:forces:R:3:nbo_charge:R:1 method="wB97M-V/def2-TZVPD" lumo_ev="-0.7 / -0.4" gap_ha="0.244 / 0.271"
C -0.44160 -0.61802 0.66166 -0.32 0.67 0.56 -0.184
C -0.30177 0.77797 0.62450 -0.30 -0.38 0.22 -0.255
C 0.22929 -1.48072 -0.26759 0.32 -0.15 -0.49 -0.314
C 0.25445 1.48041 -0.39069 0.04 0.18 -0.25 -0.335
N 1.76332 -1.46388 0.00644 0.92 -1.07 0.19 -0.120
N 2.42022 -0.48046 0.00125 -2.45 -0.51 -0.29 -0.216
S 3.63470 0.42946 0.09311 1.98 1.10 0.15 0.182
H -0.84852 -1.06472 1.55579 -0.10 -0.04 0.07 0.203
H -0.64258 1.33046 1.49152 -0.01 0.00 0.07 0.213
H -0.01073 -2.53572 -0.15112 -0.05 0.18 -0.11 0.225
H 0.16716 -1.18553 -1.31500 -0.15 -0.03 -0.03 0.218
H 0.52501 1.02790 -1.32952 0.14 -0.13 -0.11 0.183
H 0.41614 2.54062 -0.30784 -0.01 0.18 0.01 0.201



4.
15
Properties=species:S:1:pos:R:3:forces:R:3:nbo_charge:R:1 method="wB97M-V/def2-TZVPD" lumo_ev="-3.0 / -9.6" total_charge=+1 gap_ha="0.205 / 0.282" spin_multiplicity=3
C -1.14566 0.01551 -0.77768 -0.07 0.15 -9.50 -0.184
C -1.25863 -0.00889 0.69640 -1.95 -0.09 9.32 -0.204
C 0.86080 1.22161 0.10911 0.55 0.62 0.58 -0.433
C 0.88955 -1.26641 0.05628 -0.27 0.03 -1.67 -0.419
N 0.04547 -0.01855 0.00565 5.13 1.05 -0.37 -0.265
H -1.21918 -0.88614 -1.43792 0.14 0.85 -0.07 0.213
H -1.48849 1.05316 -1.18997 -0.34 -1.97 1.02 0.310
H -1.56508 0.89940 1.25909 0.60 -1.22 -0.06 0.271
H -1.69012 -1.05355 0.85551 -1.41 1.07 -0.26 0.263
H 1.32581 1.25715 1.10125 -0.64 -0.07 0.15 0.242
H 1.73185 1.42911 -0.52906 -0.47 -1.13 -0.74 0.257
H 0.22419 2.06823 -0.04317 -0.54 0.54 0.22 0.226
H 1.86739 -0.96029 -0.38881 -0.70 -0.24 0.71 0.259
H 0.99487 -1.82895 0.98041 -0.20 0.56 0.42 0.251
H 0.42723 -1.92139 -0.69708 0.15 -0.17 0.24 0.215



Number 1: maximum force 0.0564 Eh/bohr. Number 2: maximum force 0.0068 Eh/bohr. Number 3: maximum force 0.0490 Eh/bohr. Number 4: maximum force 0.1852 Eh/bohr.